Formula: C54H48F3N3O6ReS4Si
Source: the OMol25 dataset
Level of theory: the ωB97M-V functional and the def2-TZVPD basis

Calculated values
HOMO (spin up / spin down), eV: -7.348 / -7.348
HOMO-LUMO gap (spin up / spin down), hartree: 0.231 / 0.231
Spin multiplicity: 2
ΔE to the lowest compared entry with this formula, charge and spin, eV: 2.333

Last column: Mulliken charge in e.
Cartesian coordinates (Å):
1 Re 0.116487 0.776759 -0.372142  3.12
2 C 0.813076 2.517176 6.033447  -1.04
3 Si 0.849470 3.443725 4.401456  0.30
4 C 2.074270 4.846547 4.564602  -1.19
5 C -0.840799 4.182667 4.130163  -1.09
6 C 1.557693 2.246493 3.120849  0.34
7 C 2.813489 1.765610 3.422757  -0.22
8 C 3.479906 0.889219 2.575874  -1.85
9 C 2.848357 0.500203 1.427346  -0.73
10 N 1.622001 0.924513 1.090123  0.83
11 C 0.970472 1.809003 1.924092  0.69
12 S -0.560825 2.362463 1.411325  -0.76
13 H 0.441143 3.176231 6.817564  0.43
14 H 1.808043 2.172779 6.319564  0.34
15 H 0.153308 1.648056 5.973860  0.16
16 H 1.725227 5.548694 5.321927  0.35
17 H 2.178822 5.381869 3.620096  0.36
18 H 3.060103 4.486514 4.861185  0.35
19 H -1.064403 4.836535 4.975542  0.39
20 H -1.623520 3.425241 4.081090  0.34
21 H -0.885242 4.785108 3.223916  0.31
22 H 3.312636 2.078017 4.332628  0.38
23 H 4.467713 0.521165 2.806395  0.48
24 H 3.317546 -0.182636 0.728322  0.81
25 C -1.157584 -3.370997 6.870761  -1.55
26 C -1.046407 -2.793954 5.483776  0.96
27 C -0.400650 -1.592673 5.255554  -1.14
28 C -0.307323 -1.070306 3.975871  0.46
29 C -0.851109 -1.768301 2.917762  -0.50
30 C -1.506437 -2.964994 3.115779  -0.73
31 C -1.594493 -3.474519 4.393572  -0.97
32 S -0.786630 -1.102925 1.243024  1.24
33 O -2.043323 -1.571687 0.648937  -0.55
34 C 0.509567 -2.305279 0.782280  1.55
35 C 1.734913 -2.169381 1.468495  -1.06
36 C 2.793338 -2.954570 1.181543  -1.37
37 C 2.707109 -3.902030 0.129085  0.86
38 C 3.812164 -4.712392 -0.223390  -0.99
39 C 3.728344 -5.580035 -1.263605  -0.72
40 C 2.528346 -5.664680 -2.010224  -0.98
41 C 1.454112 -4.903166 -1.683889  -0.89
42 C 1.490323 -4.010758 -0.587564  1.54
43 C 0.362304 -3.213668 -0.208734  -0.97
44 C -0.870719 -3.441538 -1.015921  0.48
45 C -1.506571 -4.705045 -0.870591  0.78
46 C -1.176036 -5.590681 0.182987  -0.99
47 C -1.776317 -6.800761 0.294839  -0.95
48 C -2.751393 -7.209376 -0.649048  -0.65
49 C -3.095701 -6.384275 -1.669629  -1.01
50 C -2.487985 -5.111455 -1.805778  1.15
51 C -2.816678 -4.240890 -2.874194  -1.45
52 C -2.254072 -3.014333 -2.953982  -0.87
53 C -1.321905 -2.585620 -1.979792  -0.08
54 S -0.776139 -0.858358 -2.097138  1.78
55 O 0.061595 -0.760783 -3.341924  -1.05
56 C -2.367874 -0.132502 -2.608878  -0.37
57 C -2.313735 0.868177 -3.550477  -0.91
58 C -3.439785 1.582363 -3.897564  -0.84
59 C -4.657871 1.297407 -3.307694  0.77
60 C -5.900404 2.066508 -3.676963  -1.79
61 C -4.712208 0.245250 -2.380230  -1.08
62 C -3.580473 -0.457172 -2.023774  -0.11
63 H -0.824172 -2.661118 7.623243  0.36
64 H -0.549721 -4.270676 6.960635  0.32
65 H -2.189332 -3.634555 7.095502  0.37
66 H 0.026215 -1.044985 6.084595  0.39
67 H 0.182808 -0.115433 3.816770  0.28
68 H -1.956488 -3.486856 2.283672  0.63
69 H -2.110194 -4.412192 4.547754  0.44
70 H 1.832476 -1.433490 2.254199  0.81
71 H 3.711780 -2.840865 1.740973  0.45
72 H 4.734298 -4.629759 0.334240  0.49
73 H 4.578908 -6.190344 -1.529662  0.40
74 H 2.461409 -6.336473 -2.852779  0.47
75 H 0.566459 -4.985862 -2.290798  0.36
76 H -0.437907 -5.303761 0.918588  0.50
77 H -1.503047 -7.456188 1.108644  0.46
78 H -3.221113 -8.177897 -0.557800  0.41
79 H -3.838531 -6.699925 -2.388163  0.47
80 H -3.535804 -4.543836 -3.621028  0.44
81 H -2.529424 -2.356108 -3.761120  0.77
82 H -1.382476 1.109714 -4.023626  0.94
83 H -3.347272 2.381857 -4.630530  0.68
84 H -5.650907 3.049873 -4.070328  0.35
85 H -6.539690 2.210667 -2.808362  0.40
86 H -6.472198 1.531669 -4.435247  0.33
87 H -5.651582 -0.009642 -1.909256  0.47
88 H -3.650649 -1.226680 -1.272438  0.63
89 N 1.804522 0.802569 -1.701953  -1.07
90 C 2.676760 2.006322 -1.921026  0.14
91 C 2.560334 3.145709 -1.143141  -0.09
92 C 3.401520 4.215816 -1.371006  -1.45
93 C 4.370142 4.147770 -2.357802  -0.12
94 C 4.497214 3.003247 -3.119255  -0.71
95 C 3.651741 1.929051 -2.895675  -0.40
96 S 5.444354 5.570964 -2.626013  1.33
97 O 6.162940 5.669493 -1.370658  -0.68
98 O 6.250649 5.190757 -3.767060  -0.72
99 O 4.500423 6.643376 -2.869380  -0.68
100 H 1.482237 0.449604 -2.620373  0.60
101 H 2.430687 0.036660 -1.456432  0.48
102 H 1.803998 3.217830 -0.369781  0.35
103 H 3.313673 5.118974 -0.785301  0.40
104 H 5.260022 2.963058 -3.881855  0.55
105 H 3.757900 1.028209 -3.495303  0.49
106 F -1.354623 6.343561 -4.600889  -0.25
107 C -2.237552 5.377211 -4.363901  0.76
108 F -3.336730 5.931762 -3.845850  -0.29
109 F -2.574926 4.832063 -5.546627  -0.24
110 C -1.664474 4.330665 -3.451869  0.14
111 C -0.537713 3.638207 -3.816007  -1.29
112 C -0.046430 2.669247 -2.973811  -0.33
113 N -0.583096 2.335903 -1.775967  0.81
114 C -1.677719 3.063459 -1.455699  -0.52
115 C -2.238427 4.035552 -2.251698  -1.06
116 H -0.038793 3.827421 -4.754856  0.57
117 H 0.821952 2.129709 -3.298085  0.58
118 H -2.146305 2.825987 -0.528544  0.42
119 H -3.125558 4.544919 -1.913899  0.61
120 O -1.649834 0.725272 -0.343180  -1.05

Atoms 1-2, force components in eV/Å:
-5.42 1.19 0.19
0.00 -0.14 -0.23


Formula: C54H49F13N5
Source: the OMol25 dataset
Level of theory: the ωB97M-V functional and the def2-TZVPD basis

Calculated values
HOMO, eV: -9.972
HOMO-LUMO gap, hartree: 0.224
Spin multiplicity: 1
Total charge: +1

Last column: Mulliken charge in e.
Cartesian coordinates (Å):
1 C -4.912439 -5.413512 -0.043508  -0.35
2 N -5.348323 -5.930274 -1.430363  -0.41
3 C -4.309412 -5.600152 -2.479571  -0.44
4 N -3.025271 -6.394406 -2.383892  0.49
5 N -2.803396 -7.630122 -3.029238  -0.21
6 C -1.398626 -8.121334 -2.757409  -0.14
7 N -0.668345 -7.137644 -1.870552  -0.46
8 C -1.716546 -6.034806 -1.651677  0.24
9 N -1.441463 -4.912246 -0.890844  0.11
10 C -0.116241 -4.595648 -0.228181  0.38
11 F 0.488533 -5.716019 0.528781  -0.22
12 F -0.368374 -3.495385 0.760348  -0.28
13 C 0.973667 -3.950468 -1.320103  0.73
14 F 0.210894 -2.879249 -2.060596  -0.26
15 F 2.122807 -3.355400 -0.547954  -0.22
16 F 1.435371 -4.931065 -2.329298  -0.20
17 H -5.823750 -5.366321 0.704931  0.25
18 H -4.534111 -4.312367 -0.232934  0.02
19 H -4.052855 -6.125531 0.313210  0.21
20 H -6.169595 -5.295513 -1.665432  0.35
21 H -4.034958 -4.463275 -2.402510  0.34
22 H -4.785577 -5.811549 -3.552900  0.35
23 H -3.465311 -8.167122 -3.636856  0.40
24 H -0.802460 -9.063751 -3.111941  0.39
25 H -2.217415 -4.223958 -0.765169  0.19
26 F -6.296414 -3.704869 1.288662  -0.08
27 C -7.225538 -3.352239 2.186991  0.38
28 C -7.995084 -2.215468 1.965168  -0.33
29 C -8.966128 -1.850809 2.897733  -0.49
30 C -9.149435 -2.621789 4.048284  -0.53
31 C -8.368562 -3.758217 4.264381  -0.47
32 C -7.405409 -4.128779 3.326266  -0.49
33 H -7.832837 -1.624243 1.069858  0.44
34 H -9.578296 -0.968205 2.729779  0.40
35 H -9.903876 -2.334487 4.777563  0.37
36 H -8.510226 -4.354400 5.162602  0.37
37 H -6.795831 -5.014056 3.474000  0.40
38 F 2.751043 2.353084 2.892231  -0.33
39 C 3.363992 1.253528 2.434099  0.33
40 C 2.659035 0.359669 1.635534  -0.60
41 C 3.298342 -0.782722 1.154069  -0.03
42 C 4.633747 -1.024213 1.485962  -0.63
43 C 5.331308 -0.123582 2.292313  -0.33
44 C 4.695038 1.024203 2.764315  -0.45
45 H 1.619971 0.559593 1.395052  0.45
46 H 2.758264 -1.483809 0.522608  0.37
47 H 5.130675 -1.917633 1.113889  0.38
48 H 6.369378 -0.315741 2.552681  0.40
49 H 5.224858 1.739331 3.384805  0.45
50 F 10.755291 3.791524 -0.050828  -0.30
51 C 9.433032 3.688847 0.138128  0.19
52 C 8.735368 2.645301 -0.460145  -0.38
53 C 7.359446 2.535052 -0.259487  -0.50
54 C 6.694142 3.476938 0.529183  -0.50
55 C 7.402435 4.523677 1.121289  -0.58
56 C 8.779956 4.627170 0.929556  -0.29
57 H 9.267631 1.927954 -1.076231  0.42
58 H 6.806126 1.718379 -0.716467  0.39
59 H 5.620242 3.393118 0.681772  0.47
60 H 6.881807 5.257904 1.731338  0.38
61 H 9.347475 5.429293 1.389607  0.75
62 F 10.177941 6.764820 2.508416  -0.33
63 C 10.594076 8.036502 2.443081  0.38
64 C 11.879358 8.313426 1.990290  -0.42
65 C 12.311271 9.637697 1.917235  -0.34
66 C 11.455873 10.670617 2.308573  -0.62
67 C 10.169385 10.382123 2.766450  -0.37
68 C 9.733982 9.058652 2.828779  -0.54
69 H 12.532630 7.497610 1.698517  0.43
70 H 13.311565 9.865238 1.557252  0.36
71 H 11.794731 11.703064 2.255650  0.39
72 H 9.506853 11.187443 3.074372  0.61
73 H 8.734100 8.817072 3.173747  0.43
74 F -5.073911 -2.989920 -2.794967  -0.06
75 C -5.399449 -2.051914 -3.694293  0.49
76 C -6.426110 -1.158239 -3.409749  -0.56
77 C -6.761971 -0.178169 -4.343687  -0.48
78 C -6.073898 -0.109630 -5.557622  -0.53
79 C -5.048300 -1.014375 -5.836038  -0.48
80 C -4.705297 -1.987096 -4.897317  -0.44
81 H -6.954973 -1.232001 -2.465124  0.39
82 H -7.557884 0.530173 -4.127533  0.39
83 H -6.339180 0.652131 -6.287633  0.37
84 H -4.516943 -0.961680 -6.783237  0.37
85 H -3.904785 -2.692623 -5.093630  0.38
86 F 8.263194 13.006855 2.908030  -0.29
87 C 7.356477 13.007903 1.921887  0.44
88 C 6.669374 14.179932 1.625422  -0.40
89 C 5.728909 14.182789 0.595326  -0.47
90 C 5.477973 13.009471 -0.120309  -0.43
91 C 6.169164 11.836855 0.188162  -0.55
92 C 7.117477 11.837213 1.210776  -0.01
93 H 6.871526 15.079522 2.197546  0.40
94 H 5.192002 15.095904 0.350578  0.35
95 H 4.741138 13.011032 -0.920712  0.36
96 H 5.969202 10.923844 -0.367475  0.35
97 H 7.670270 10.936939 1.457868  0.22
98 F -6.574015 0.338600 0.297068  -0.30
99 C -5.772082 0.701181 1.307045  0.32
100 C -6.282911 1.477456 2.341505  -0.27
101 C -5.449603 1.850898 3.395885  -0.47
102 C -4.110533 1.452571 3.398460  -0.49
103 C -3.605923 0.677741 2.353024  -0.46
104 C -4.442249 0.295161 1.304583  -0.35
105 H -7.323426 1.784443 2.318305  0.43
106 H -5.841288 2.451171 4.213324  0.37
107 H -3.459813 1.747823 4.218801  0.37
108 H -2.562347 0.372373 2.355135  0.40
109 H -4.068828 -0.314462 0.488467  0.45
110 F -5.101686 -9.093332 -4.411936  -0.39
111 C -5.518543 -10.266125 -3.916555  0.74
112 C -4.657945 -11.019518 -3.125719  -0.26
113 C -5.093332 -12.238275 -2.605479  -0.54
114 C -6.382117 -12.695599 -2.891254  -0.48
115 C -7.236716 -11.934514 -3.690217  -0.45
116 C -6.804915 -10.710711 -4.200994  -0.41
117 H -3.657573 -10.652193 -2.921310  0.22
118 H -4.430865 -12.831117 -1.979680  0.36
119 H -6.719734 -13.648351 -2.488950  0.37
120 H -8.237906 -12.294442 -3.914658  0.36
121 H -7.459185 -10.102146 -4.816383  0.40

Atoms 1-2, force components in eV/Å:
0.41 -0.23 -0.75
0.44 1.53 0.14


Number 1: molar mass 1234.55 g mol⁻¹. Number 2: molar mass 1014.99 g mol⁻¹.